Formula: C16H26N5O7
Source: the Open Molecules 2025 dataset
Level of theory: wB97M-V/def2-TZVPD

CARTESIAN COORDINATES (ANGSTROEM)
O: 6.5516 -5.8951 -0.1445
O: 2.1053 -4.1838 1.4683
O: -3.1421 4.2149 -2.1419
O: -1.2745 4.0282 3.0845
O: 6.3316 -5.9431 -2.3960
O: 0.5184 -3.8101 -0.6840
O: 3.7238 -4.9955 -2.1335
C: 5.8707 -5.7119 -1.1425
C: 2.6123 -4.4504 0.3841
C: -3.0155 3.9497 -0.9606
C: -1.3342 4.3001 1.8963
C: 3.9557 -4.9471 0.2689
C: 4.4822 -5.2071 -0.9869
C: 1.8245 -4.2425 -0.8255
C: 2.4223 -4.5314 -2.0431
C: -1.6572 -0.8665 -0.4051
N: -2.7830 -0.2120 -0.4842
N: -1.2943 5.5572 1.4390
N: -0.8342 -0.7481 0.6253
N: -1.8162 3.6057 -0.4844
N: -1.3619 -1.6627 -1.3931
C: -4.2222 3.9819 -0.0429
C: 1.6829 -4.3742 -3.3439
C: -1.1634 6.7452 2.2836
C: -1.0098 0.0789 1.8433
C: -0.0149 1.2523 1.9121
C: -0.1861 2.3048 0.7981
C: -1.4764 3.1535 0.8799
H: 7.2385 -6.2682 -2.2833
H: 0.2623 -4.0272 0.2411
H: 4.5310 -5.1053 1.1757
H: -3.0511 0.3813 0.2774
H: -3.3811 -0.3150 -1.2838
H: -1.3451 5.6923 0.4419
H: 0.0166 -1.2879 0.5806
H: -1.0748 3.6463 -1.1705
H: -1.9809 -1.7504 -2.1773
H: -0.5403 -2.2540 -1.3421
H: -4.0406 4.6618 0.7874
H: -5.0797 4.3449 -0.6102
H: -4.4371 2.9837 0.3284
H: 1.6346 -5.3385 -3.8588
H: 0.6629 -4.0128 -3.1954
H: 2.2132 -3.6651 -3.9861
H: -1.8043 6.6557 3.1642
H: -1.4512 7.6391 1.7273
H: -0.1290 6.8506 2.6166
H: -2.0279 0.4583 1.9274
H: -0.8349 -0.5557 2.7155
H: 0.9955 0.8458 1.8472
H: -0.1074 1.7343 2.8854
H: 0.6750 2.9758 0.8207
H: -0.1541 1.7834 -0.1599
H: -2.2857 2.5358 1.2596

Forces on atoms 1 to 6 (eV/Å):
O -1.011 0.257 -1.435
O -0.451 0.078 0.390
O 0.079 0.114 -0.203
O 0.057 -0.298 0.061
O -0.928 0.353 0.846
O 0.519 -0.179 0.155

Output
Orbital gap: 0.3310 hartree
E_HOMO: -0.438 hartree
Total charge: +1
DFT total energy: -38792.4795 eV
Maximum force: 0.0522 hartree/bohr
Spin multiplicity: 1


Formula: C5H8N2
Source: the Open Molecules 2025 dataset
Level of theory: wB97M-V/def2-TZVPD

CARTESIAN COORDINATES (ANGSTROEM)
C: 2.3948 0.3633 0.1863
N: 0.9671 0.3921 -0.0326
C: 0.1615 1.4851 -0.0111
N: -1.1102 1.1763 -0.0633
C: -1.1464 -0.1995 -0.1111
C: -2.4392 -0.9511 -0.1279
C: 0.1275 -0.6996 -0.0956
H: 2.8781 -0.3048 -0.5296
H: 2.7995 1.3698 0.0529
H: 2.6222 0.0224 1.2016
H: 0.5699 2.4873 0.0383
H: -3.0267 -0.7052 0.7634
H: -3.0441 -0.6946 -1.0036
H: -2.2653 -2.0317 -0.1332
H: 0.5113 -1.7098 -0.1347

Forces on atoms 1 to 6 (eV/Å):
C 0.158 0.044 0.018
N -0.260 0.039 0.021
C 0.118 0.075 0.007
N 0.159 -0.130 -0.009
C -0.032 -0.127 0.009
C -0.034 -0.028 0.003

Output
Orbital gap: 0.3446 hartree
E_HOMO: -0.312 hartree
Total charge: 0
Energy above the lowest of the compared OMol25 structures with the same formula, charge and spin: 4.6 kJ/mol
DFT total energy: -8294.9491 eV
Maximum force: 0.0051 hartree/bohr
Spin multiplicity: 1


Formula: C5H7N3
Source: the Open Molecules 2025 dataset
Level of theory: wB97M-V/def2-TZVPD

CARTESIAN COORDINATES (ANGSTROEM)
C: 1.4857 -0.3133 -0.1075
C: -0.0321 -0.2629 -0.0176
C: -0.6500 1.0794 -0.0505
C: -2.0562 0.8103 -0.0029
C: -1.1238 -1.2885 -0.0640
H: 3.0789 0.9536 0.8206
H: 1.3471 1.7903 0.0996
H: 3.2082 -1.4134 -0.0559
H: -0.1269 1.9522 -0.5691
H: -2.9972 1.3052 0.0524
H: -3.1850 -1.2150 0.0873
H: -1.0316 -2.3522 0.1169
N: 2.2280 0.9818 -0.1312
N: 2.0985 -1.3788 -0.0819
N: -2.2438 -0.6485 -0.0961

Forces on atoms 1 to 6 (eV/Å):
C -0.089 2.539 0.829
C -1.156 0.442 -1.022
C -2.164 -2.631 -1.337
C 1.185 -2.572 -0.740
C 6.059 1.510 0.694
H -3.831 0.257 -3.771

Output
Orbital gap: 0.3224 hartree
E_HOMO: -0.297 hartree
Total charge: 0
Energy above the lowest of the compared OMol25 structures with the same formula, charge and spin: 430.2 kJ/mol
DFT total energy: -9764.9289 eV
Maximum force: 0.1222 hartree/bohr
Spin multiplicity: 1


Copy entry 1 word for word.
Formula: C16H26N5O7
Source: the Open Molecules 2025 dataset
Level of theory: wB97M-V/def2-TZVPD

CARTESIAN COORDINATES (ANGSTROEM)
O: 6.5516 -5.8951 -0.1445
O: 2.1053 -4.1838 1.4683
O: -3.1421 4.2149 -2.1419
O: -1.2745 4.0282 3.0845
O: 6.3316 -5.9431 -2.3960
O: 0.5184 -3.8101 -0.6840
O: 3.7238 -4.9955 -2.1335
C: 5.8707 -5.7119 -1.1425
C: 2.6123 -4.4504 0.3841
C: -3.0155 3.9497 -0.9606
C: -1.3342 4.3001 1.8963
C: 3.9557 -4.9471 0.2689
C: 4.4822 -5.2071 -0.9869
C: 1.8245 -4.2425 -0.8255
C: 2.4223 -4.5314 -2.0431
C: -1.6572 -0.8665 -0.4051
N: -2.7830 -0.2120 -0.4842
N: -1.2943 5.5572 1.4390
N: -0.8342 -0.7481 0.6253
N: -1.8162 3.6057 -0.4844
N: -1.3619 -1.6627 -1.3931
C: -4.2222 3.9819 -0.0429
C: 1.6829 -4.3742 -3.3439
C: -1.1634 6.7452 2.2836
C: -1.0098 0.0789 1.8433
C: -0.0149 1.2523 1.9121
C: -0.1861 2.3048 0.7981
C: -1.4764 3.1535 0.8799
H: 7.2385 -6.2682 -2.2833
H: 0.2623 -4.0272 0.2411
H: 4.5310 -5.1053 1.1757
H: -3.0511 0.3813 0.2774
H: -3.3811 -0.3150 -1.2838
H: -1.3451 5.6923 0.4419
H: 0.0166 -1.2879 0.5806
H: -1.0748 3.6463 -1.1705
H: -1.9809 -1.7504 -2.1773
H: -0.5403 -2.2540 -1.3421
H: -4.0406 4.6618 0.7874
H: -5.0797 4.3449 -0.6102
H: -4.4371 2.9837 0.3284
H: 1.6346 -5.3385 -3.8588
H: 0.6629 -4.0128 -3.1954
H: 2.2132 -3.6651 -3.9861
H: -1.8043 6.6557 3.1642
H: -1.4512 7.6391 1.7273
H: -0.1290 6.8506 2.6166
H: -2.0279 0.4583 1.9274
H: -0.8349 -0.5557 2.7155
H: 0.9955 0.8458 1.8472
H: -0.1074 1.7343 2.8854
H: 0.6750 2.9758 0.8207
H: -0.1541 1.7834 -0.1599
H: -2.2857 2.5358 1.2596

Forces on atoms 1 to 6 (eV/Å):
O -1.011 0.257 -1.435
O -0.451 0.078 0.390
O 0.079 0.114 -0.203
O 0.057 -0.298 0.061
O -0.928 0.353 0.846
O 0.519 -0.179 0.155

Output
Orbital gap: 0.3310 hartree
E_HOMO: -0.438 hartree
Total charge: +1
DFT total energy: -38792.4795 eV
Maximum force: 0.0522 hartree/bohr
Spin multiplicity: 1


> Which value of DFT total energy does entry 1 give?

-38792.4795 eV